[1]
{
  "formula": "C31H33N4O4RbS6",
  "method": "ωB97M-V with the def2-TZVPD basis set",
  "e_above_lowest_ev": 0.000,
  "charge": -2,
  "orbital_gap_ev": 6.332,
  "e_tot_ha": -4134.48719,
  "elements": ["Rb", "C", "C", "S", "C", "C", "S", "C", "C", "S", "H", "H", "H", "H", "H", "H", "H", "H", "H", "H", "H", "H", "N", "C", "C", "C", "C", "C", "C", "C", "C", "N", "C", "H", "H", "H", "H", "H", "H", "H", "H", "S", "C", "N", "C", "C", "C", "C", "C", "C", "S", "H", "H", "H", "H", "C", "C", "C", "C", "C", "C", "C", "S", "O", "O", "N", "C", "C", "O", "O", "H", "H", "H", "H", "H", "H", "H", "H", "H"],
  "coordinates": [[-1.0538, -1.2938, 0.7078], [1.5789, 2.3881, 1.9200], [0.2152, 2.9643, 2.2875], [-1.1904, 2.0142, 1.6390], [-2.2071, 3.2867, 0.8609], [-1.5687, 4.1416, -0.2310], [-0.8525, 3.1941, -1.6027], [0.8080, 3.9126, -1.7203], [1.6863, 3.8626, -0.4729], [1.9306, 2.1817, 0.1619], [2.3588, 2.9982, 2.3855], [1.6766, 1.3591, 2.2827], [0.1425, 2.9863, 3.3777], [0.1108, 3.9959, 1.9473], [-3.0368, 2.7199, 0.4362], [-2.6145, 3.9513, 1.6290], [-2.3484, 4.7943, -0.6304], [-0.7905, 4.7875, 0.1778], [1.2769, 3.3291, -2.5175], [0.7399, 4.9463, -2.0742], [2.6564, 4.3006, -0.7261], [1.2657, 4.4812, 0.3199], [2.2681, -0.9770, -1.1197], [2.1560, -0.1542, -2.1943], [3.2566, 0.4433, -2.7891], [3.1261, 1.2299, -3.9430], [1.9085, 1.4435, -4.5328], [0.7534, 0.8741, -3.9437], [-0.5472, 1.0784, -4.4675], [-1.6264, 0.5529, -3.8291], [-1.4112, -0.1947, -2.6512], [-0.2289, -0.4311, -2.1485], [0.8606, 0.0924, -2.7730], [3.0648, -0.8634, -0.4981], [1.4234, -1.1034, -0.5836], [4.2308, 0.2958, -2.3392], [4.0164, 1.6768, -4.3724], [1.8071, 2.0490, -5.4260], [-0.6629, 1.6821, -5.3615], [-2.6406, 0.7265, -4.1608], [-2.2738, -0.5748, -2.1121], [-4.4319, 1.5727, -1.7043], [-4.6971, 0.6543, -0.3029], [-3.8439, 0.3526, 0.6488], [-4.4344, -0.3693, 1.6684], [-3.7872, -0.7909, 2.8327], [-4.4797, -1.5345, 3.7722], [-5.8228, -1.8577, 3.5810], [-6.4904, -1.4312, 2.4408], [-5.7951, -0.6896, 1.4972], [-6.3350, -0.0007, 0.0004], [-2.7529, -0.5115, 2.9978], [-3.9647, -1.8773, 4.6605], [-6.3470, -2.4486, 4.3221], [-7.5352, -1.6747, 2.2890], [1.5541, -10.0099, 0.1766], [1.1794, -8.6212, 0.6270], [1.1087, -7.5691, -0.2851], [0.7348, -6.2981, 0.1185], [0.4149, -6.0545, 1.4492], [0.4944, -7.0872, 2.3681], [0.8749, -8.3603, 1.9572], [-0.0853, -4.3891, 1.9303], [-0.1316, -4.4528, 3.3869], [-1.3789, -4.2525, 1.2600], [0.9127, -3.4047, 1.3121], [2.0986, -3.0093, 2.0554], [2.3749, -1.5012, 1.8647], [3.5397, -1.1628, 1.5541], [1.3888, -0.7281, 2.0187], [2.1327, -9.9804, -0.7478], [0.6647, -10.6180, -0.0109], [2.1494, -10.5246, 0.9331], [1.3583, -7.7497, -1.3260], [0.6989, -5.4751, -0.5845], [0.2560, -6.8746, 3.4022], [0.9378, -9.1637, 2.6852], [2.9859, -3.5523, 1.7133], [1.9816, -3.1815, 3.1331]],
  "atomic_forces_ev_per_a": [[-0.004, -0.008, 0.022], [0.024, -0.013, -0.013], [-0.061, -0.010, 0.001], [0.091, 0.011, 0.016], [-0.003, -0.002, 0.016], [0.023, 0.000, -0.014], [0.019, -0.007, -0.001], [-0.040, -0.027, -0.002], [0.023, -0.026, 0.003], [-0.005, 0.047, -0.008], [0.000, -0.006, 0.007], [-0.009, 0.006, 0.006], [0.011, 0.010, 0.004], [0.004, 0.007, 0.003], [0.008, -0.014, 0.001], [-0.005, -0.001, -0.006], [-0.001, 0.003, 0.001], [-0.005, 0.001, 0.002], [0.000, 0.005, -0.007], [0.017, 0.008, 0.009], [-0.002, 0.000, -0.004], [-0.007, 0.001, 0.001], [-0.002, 0.197, 0.042], [0.014, -0.040, 0.021], [-0.001, -0.004, 0.003], [-0.006, 0.001, -0.011], [0.002, 0.001, 0.000], [-0.023, 0.007, 0.004], [0.024, -0.007, 0.003], [-0.016, 0.000, 0.009], [-0.016, 0.006, 0.025], [0.062, -0.041, 0.043], [0.005, 0.021, -0.047], [0.001, -0.027, -0.012], [0.025, -0.124, -0.108], [0.001, 0.000, 0.000], [0.004, -0.003, 0.005], [0.005, -0.001, 0.001], [-0.001, 0.001, 0.001], [0.003, 0.001, 0.001], [-0.005, 0.001, -0.006], [-0.015, 0.005, -0.001], [0.051, -0.012, 0.039], [-0.114, -0.022, -0.037], [-0.031, -0.058, 0.065], [0.046, 0.071, -0.053], [-0.007, -0.006, -0.005], [-0.016, 0.003, -0.031], [0.031, 0.001, 0.047], [0.000, 0.024, -0.021], [0.001, 0.003, -0.023], [-0.033, -0.016, 0.025], [0.000, 0.002, 0.001], [0.000, -0.001, -0.001], [0.001, -0.003, 0.001], [0.001, 0.011, 0.006], [0.002, 0.000, -0.017], [0.003, -0.016, -0.001], [0.001, -0.002, 0.032], [0.019, 0.013, -0.038], [-0.021, -0.015, 0.014], [0.000, 0.017, 0.006], [0.019, -0.147, -0.003], [0.011, -0.019, -0.005], [0.019, 0.107, 0.012], [-0.128, 0.103, 0.051], [0.026, 0.009, -0.030], [-0.001, -0.072, 0.007], [-0.001, 0.038, 0.034], [-0.032, 0.037, -0.089], [0.003, -0.003, 0.001], [0.002, -0.002, -0.002], [-0.001, -0.004, 0.000], [0.002, -0.003, 0.002], [0.004, 0.003, 0.001], [0.007, -0.004, 0.001], [0.001, 0.001, 0.002], [-0.004, -0.005, 0.000], [-0.003, -0.012, -0.003]]
}

---

[2]
{
  "formula": "C31H34AlBr2ClN6OP",
  "method": "ωB97M-V with the def2-TZVPD basis set",
  "charge": -1,
  "orbital_gap_ev": 6.630,
  "e_tot_ha": -7797.72287,
  "elements": ["C", "Al", "Br", "Br", "P", "O", "Cl", "H", "H", "H", "H", "N", "C", "C", "C", "C", "C", "H", "H", "H", "H", "H", "N", "C", "C", "C", "C", "C", "H", "H", "H", "H", "H", "N", "C", "C", "C", "C", "C", "H", "H", "H", "H", "H", "N", "C", "C", "C", "C", "C", "H", "H", "H", "H", "H", "N", "C", "C", "C", "C", "C", "H", "H", "H", "H", "H", "N", "C", "C", "C", "C", "C", "H", "H", "H", "H", "H"],
  "coordinates": [[2.5699, 6.8168, -1.8288], [1.0323, 5.5880, -1.9067], [-0.9358, 6.5043, -0.9926], [1.5229, 3.5766, -0.7129], [0.6570, 4.8328, -4.1526], [2.0015, 3.8971, -4.3865], [1.1060, 6.5687, -5.2565], [2.3852, 7.7089, -1.2287], [3.4143, 6.2781, -1.3828], [2.8785, 7.1099, -2.8368], [2.7906, 4.3170, -4.0403], [1.1039, -0.5007, 1.2386], [1.4261, -1.3959, 2.1682], [2.5576, -1.3124, 2.9651], [3.4060, -0.2309, 2.7826], [3.0870, 0.7090, 1.8175], [1.9289, 0.5321, 1.0719], [0.7381, -2.2280, 2.2784], [2.7615, -2.0762, 3.7041], [4.3012, -0.1250, 3.3828], [3.7163, 1.5696, 1.6356], [1.6612, 1.2543, 0.3084], [-2.1044, 1.3710, -4.2093], [-1.3099, 1.8193, -3.2389], [-1.4311, 1.4398, -1.9094], [-2.4350, 0.5504, -1.5662], [-3.2742, 0.0780, -2.5643], [-3.0648, 0.5171, -3.8629], [-0.5317, 2.5160, -3.5262], [-0.7472, 1.8326, -1.1701], [-2.5571, 0.2296, -0.5394], [-4.0730, -0.6183, -2.3453], [-3.6985, 0.1648, -4.6712], [2.0821, -4.8875, 3.9808], [3.1429, -5.6636, 3.7751], [3.2006, -6.6408, 2.7921], [2.0935, -6.8244, 1.9787], [0.9811, -6.0264, 2.1838], [1.0276, -5.0754, 3.1923], [3.9903, -5.4904, 4.4302], [4.0938, -7.2379, 2.6678], [2.0983, -7.5749, 1.1989], [0.0929, -6.1335, 1.5767], [0.1765, -4.4303, 3.3817], [-1.5656, -7.2076, 5.6941], [-2.3159, -8.2851, 5.4814], [-1.8130, -9.4932, 5.0218], [-0.4538, -9.5873, 4.7665], [0.3397, -8.4738, 4.9827], [-0.2631, -7.3127, 5.4467], [-3.3747, -8.1729, 5.6892], [-2.4727, -10.3364, 4.8683], [-0.0224, -10.5120, 4.4048], [1.4046, -8.4947, 4.7944], [0.3270, -6.4212, 5.6267], [1.8655, -3.0722, -4.5335], [1.0852, -2.5491, -3.5899], [0.2359, -1.4728, -3.8005], [0.1938, -0.9003, -5.0613], [1.0051, -1.4306, -6.0525], [1.8158, -2.5112, -5.7390], [1.1470, -3.0161, -2.6125], [-0.3749, -1.0882, -2.9940], [-0.4535, -0.0573, -5.2612], [1.0110, -1.0141, -7.0507], [2.4620, -2.9520, -6.4918], [-4.3965, 8.8466, 0.9233], [-3.2404, 8.8581, 0.2626], [-2.8252, 9.9202, -0.5305], [-3.6510, 11.0242, -0.6458], [-4.8586, 11.0241, 0.0358], [-5.1798, 9.9148, 0.8029], [-2.6028, 7.9858, 0.3544], [-1.8755, 9.8656, -1.0449], [-3.3616, 11.8696, -1.2575], [-5.5389, 11.8633, -0.0248], [-6.1159, 9.8790, 1.3517]],
  "atomic_forces_ev_per_a": [[0.192, -0.345, 0.082], [0.174, 0.307, 0.096], [0.171, -0.170, -0.199], [-0.046, 0.322, -0.197], [-0.693, -0.427, 0.032], [0.036, 0.091, -0.295], [0.146, 0.204, 0.017], [-0.003, 0.043, -0.055], [-0.007, 0.105, 0.045], [-0.085, 0.141, 0.046], [0.337, -0.043, 0.220], [-0.019, 0.006, -0.048], [-0.028, -0.051, 0.020], [0.022, -0.004, 0.019], [-0.003, -0.001, -0.006], [0.016, 0.002, 0.010], [-0.002, -0.020, -0.058], [0.023, -0.008, 0.033], [-0.029, -0.023, -0.012], [0.002, 0.003, 0.004], [-0.018, 0.017, -0.013], [-0.006, -0.146, 0.102], [-0.019, -0.007, 0.016], [0.077, 0.019, 0.109], [-0.064, -0.083, 0.080], [-0.012, -0.002, 0.016], [0.009, 0.001, 0.000], [-0.052, -0.024, -0.022], [-0.034, -0.029, -0.099], [0.005, 0.044, -0.021], [0.010, -0.004, 0.005], [-0.007, -0.002, -0.013], [-0.010, -0.015, 0.022], [0.012, 0.002, 0.038], [0.058, -0.017, 0.014], [-0.012, -0.006, 0.009], [0.006, -0.009, 0.003], [-0.007, 0.010, -0.019], [-0.059, 0.066, -0.024], [0.012, -0.018, -0.019], [0.011, 0.006, 0.004], [0.002, 0.001, -0.008], [-0.008, 0.015, -0.001], [-0.029, -0.036, -0.017], [-0.023, 0.005, 0.011], [-0.048, -0.025, -0.013], [0.001, 0.004, -0.001], [-0.001, -0.004, -0.008], [0.010, -0.005, 0.006], [0.050, 0.066, 0.046], [0.000, -0.027, -0.007], [-0.012, 0.003, 0.000], [0.001, -0.005, -0.002], [0.005, 0.022, -0.005], [0.033, -0.022, -0.004], [0.021, -0.044, 0.007], [-0.015, -0.003, 0.047], [-0.029, 0.001, 0.018], [0.046, -0.006, -0.076], [-0.001, -0.044, 0.024], [0.013, 0.005, -0.050], [-0.018, 0.026, 0.010], [0.017, 0.012, 0.012], [0.011, 0.021, -0.006], [0.015, 0.002, -0.005], [-0.009, 0.024, -0.014], [0.018, -0.036, 0.039], [0.055, 0.009, 0.006], [0.014, 0.020, -0.023], [0.002, 0.010, -0.005], [-0.001, -0.004, 0.004], [-0.046, 0.032, 0.007], [-0.165, 0.066, 0.086], [0.002, -0.039, -0.006], [0.001, 0.003, -0.003], [-0.011, -0.003, 0.008], [-0.004, 0.024, -0.016]]
}